Below is a structure of composition C30H33N2O11Sc at a distorted geometry, with properties calculated with the ωB97M-V functional and the def2-TZVPD basis.

Cartesian coordinates (Å):
C 0.38 1.58 -7.23
C -0.17 1.89 -5.82
C 1.78 0.95 -7.04
C 2.17 1.26 -5.57
H 2.47 1.44 -7.73
H 1.75 -0.12 -7.27
C 1.08 2.19 -4.99
H -0.68 0.97 -5.48
H -0.90 2.71 -5.84
C 0.99 1.83 -3.53
H 1.35 3.25 -5.12
H 3.14 1.79 -5.55
C 2.26 0.09 -4.52
C -0.58 0.69 -8.00
C 0.42 2.80 -8.16
O 1.30 3.04 -8.96
O -1.27 -0.17 -7.48
O -0.62 0.97 -9.31
O -0.65 3.61 -8.03
C -0.57 4.73 -8.91
H -1.50 5.29 -8.76
H -0.47 4.39 -9.94
H 0.30 5.35 -8.65
C -1.57 0.18 -10.02
H -1.42 -0.88 -9.81
H -1.40 0.41 -11.07
H -2.59 0.46 -9.72
O 1.37 0.46 -3.35
H -0.02 1.95 -3.12
H 1.68 2.47 -2.95
C 3.69 0.00 -4.00
C 1.80 -1.27 -5.07
H 2.48 -1.59 -5.87
H 0.77 -1.21 -5.45
H 1.84 -2.02 -4.27
H 3.78 -0.78 -3.23
H 4.00 0.96 -3.56
H 4.39 -0.25 -4.82
Sc 0.32 -0.21 0.52
C 1.38 1.68 1.92
C 1.78 1.85 0.55
C 0.60 2.17 -0.20
H 2.80 1.81 0.17
C -0.52 2.17 0.69
C -0.03 1.87 2.00
H -0.63 1.90 2.91
H 2.05 1.53 2.77
H 0.58 2.48 -1.24
H -1.54 2.45 0.44
C -0.54 -2.28 -0.59
C -1.62 -1.81 0.22
C -2.03 -0.53 -0.27
H -2.11 -2.38 1.01
C -1.23 -0.22 -1.40
C -0.29 -1.29 -1.60
H 0.42 -1.37 -2.41
H -0.02 -3.23 -0.49
H -2.87 0.05 0.11
H -1.36 0.64 -2.06
O -0.35 -0.83 2.44
C 0.78 -1.41 2.65
O 1.68 -1.38 1.71
C 1.06 -2.07 3.97
C 2.34 -2.58 4.18
C 2.65 -3.20 5.41
C 1.68 -3.36 6.40
C 0.40 -2.85 6.17
C 0.07 -2.19 4.96
N -0.60 -3.03 7.19
O -0.27 -3.63 8.24
O -1.75 -2.58 7.00
N 3.97 -3.70 5.66
O 4.85 -3.57 4.79
O 4.19 -4.25 6.77
H 3.09 -2.51 3.40
H 1.92 -3.87 7.33
H -0.93 -1.81 4.80

As for the charge: -2. For the lowest unoccupied orbital energy (alpha / beta), the calculation gives 2.52 / 2.52 eV. Its highest occupied orbital energy (alpha / beta) is 1.4767 / 1.4898 eV.

Mulliken population analysis, charges in e, atoms 1 to 4:
1. C 3.1142
2. C -1.6035
3. C -1.5343
4. C -0.1389

***

Below is a structure of composition C30H33N6OSTc at a distorted geometry, with properties calculated with the ωB97M-V functional and the def2-TZVPD basis.

Cartesian coordinates (Å):
Tc -1.08 -1.26 1.01
C -3.55 -2.12 -0.49
N -3.09 -1.98 0.93
C -3.89 -0.95 1.65
C -3.42 0.42 1.27
C -4.23 1.48 1.41
C -3.66 2.81 1.30
C -2.45 2.96 0.78
C -1.76 1.75 0.17
N -2.08 0.50 0.89
C -3.12 -3.29 1.63
C -1.87 -4.09 1.34
C -1.87 -5.47 1.33
C -0.66 -6.14 1.16
C 0.50 -5.40 0.99
C 0.42 -4.03 0.99
N -0.74 -3.36 1.17
C -2.48 -1.84 -1.51
C -2.75 -1.95 -2.86
C -1.76 -1.65 -3.78
C -0.52 -1.24 -3.32
C -0.31 -1.17 -1.96
N -1.27 -1.47 -1.06
H -3.94 -3.12 -0.66
H -4.37 -1.43 -0.67
H -4.96 -1.06 1.44
H -3.76 -1.11 2.72
H -5.26 1.35 1.71
H -4.22 3.66 1.67
H -1.97 3.93 0.68
H -2.15 1.65 -0.86
H -3.14 -3.09 2.71
H -4.01 -3.86 1.39
H -2.79 -6.01 1.47
H -0.64 -7.22 1.17
H 1.46 -5.88 0.87
H 1.30 -3.42 0.82
H -3.73 -2.26 -3.19
H -1.96 -1.72 -4.84
H 0.28 -0.99 -4.00
H 0.65 -0.88 -1.56
N -0.91 -0.93 3.21
C 0.22 0.01 3.45
C 1.41 -0.51 2.68
N 1.04 -0.62 1.24
H -1.75 -0.53 3.64
H -0.72 -1.79 3.72
H 0.45 0.10 4.51
H -0.08 0.99 3.08
H 1.69 -1.50 3.04
H 2.27 0.15 2.82
H 1.74 -1.18 0.76
H 1.09 0.31 0.82
C 7.76 4.82 -3.96
C 6.30 4.71 -3.71
O 5.39 4.60 -4.44
S 6.01 4.76 -1.78
C 4.46 4.15 -1.46
C 4.24 3.74 -0.11
C 3.05 3.20 0.26
C 2.01 3.06 -0.68
C 2.20 3.52 -2.01
C 3.39 4.06 -2.41
C 0.74 2.51 -0.33
C -0.33 2.06 0.01
H 7.94 4.73 -5.03
H 8.30 4.04 -3.42
H 8.12 5.78 -3.60
H 5.04 3.87 0.61
H 2.88 2.92 1.29
H 1.38 3.47 -2.71
H 3.51 4.43 -3.41

As for the charge: +3. For the lowest unoccupied orbital energy (alpha / beta), the calculation gives -7.69 / -10.91 eV. Its highest occupied orbital energy (alpha / beta) is -14.6112 / -14.6796 eV. The expectation value of S² is 3.8061. Its spin multiplicity is 4.

Mulliken population analysis, charges in e, atoms 1 to 4:
1. Tc 0.1277
2. C -1.4718
3. N 0.6237
4. C -1.4532

***

Below is a cluster of 2 separate species, C30H33NO4S in total at a distorted geometry, with properties calculated with the ωB97M-V functional and the def2-TZVPD basis.

Cartesian coordinates (Å):
C -2.39 -2.70 -4.22
C -1.09 -2.75 -3.46
O -0.77 -1.37 -3.12
C 0.28 -1.24 -2.24
C 0.75 0.11 -2.35
S 2.32 0.61 -1.92
C 2.68 1.80 -3.22
C 3.38 1.42 -4.37
C 3.75 2.38 -5.32
C 3.38 3.71 -5.14
C 2.60 4.08 -4.04
C 2.24 3.12 -3.09
O 2.26 1.38 -0.70
O 3.30 -0.44 -2.08
O 0.67 -2.15 -1.50
H -2.64 -3.70 -4.58
H -3.20 -2.34 -3.59
H -2.30 -2.03 -5.08
H -1.18 -3.36 -2.56
H -0.29 -3.17 -4.08
H 0.11 0.86 -2.81
H 3.64 0.37 -4.52
H 4.33 2.07 -6.18
H 3.67 4.46 -5.88
H 2.27 5.11 -3.91
H 1.63 3.41 -2.23
C 1.14 -1.62 4.77
C 1.98 -0.64 3.95
C 2.94 0.11 4.89
C 2.80 -1.39 2.90
C 1.04 0.32 3.24
N 1.05 1.65 3.48
C 0.08 2.31 2.73
C -0.58 1.34 1.95
C -1.53 1.76 1.02
C -1.84 3.12 0.93
C -1.22 4.06 1.76
C -0.22 3.67 2.67
C 0.01 0.05 2.29
C -0.34 -1.17 1.71
C -1.65 -1.46 1.21
C -2.85 -0.91 1.75
C -4.08 -1.24 1.21
C -4.18 -2.11 0.11
C -5.52 -2.38 -0.49
C -3.02 -2.71 -0.39
C -1.78 -2.39 0.15
H 0.45 -2.19 4.13
H 1.79 -2.34 5.29
H 0.55 -1.08 5.52
H 3.57 0.82 4.35
H 2.40 0.62 5.70
H 3.60 -0.63 5.37
H 3.29 -0.68 2.22
H 3.58 -1.99 3.40
H 2.18 -2.07 2.32
H 1.68 2.14 4.10
H -2.02 1.03 0.38
H -2.57 3.45 0.19
H -1.51 5.11 1.70
H 0.32 4.36 3.30
H 0.41 -1.95 1.61
H -2.78 -0.21 2.58
H -4.99 -0.80 1.62
H -5.45 -3.16 -1.26
H -6.24 -2.70 0.27
H -5.93 -1.48 -0.96
H -3.09 -3.42 -1.21
H -0.88 -2.84 -0.27

As for the charge: 0. For the lowest unoccupied orbital energy, the calculation gives -2.09 eV. Its highest occupied orbital energy is -6.0731 eV.

Mulliken population analysis, charges in e, atoms 1 to 4:
1. C -1.3031
2. C -0.0939
3. O -0.2893
4. C 0.4372

***

Below is a structure of composition C30H34F3GeN5Pt, with properties calculated with the ωB97M-V functional and the def2-TZVPD basis.

Cartesian coordinates (Å):
Pt -0.78 0.81 0.52
N 0.98 4.80 0.58
C 1.21 3.53 0.93
N 0.08 2.86 0.88
C -0.82 3.79 0.47
N -0.32 4.99 0.27
C -2.23 3.42 0.33
C -3.25 4.35 0.31
N -4.52 3.99 0.19
C -4.76 2.68 0.09
C -3.75 1.73 0.12
N -2.48 2.09 0.25
H 1.65 5.55 0.48
H 2.17 3.14 1.21
H -3.02 5.40 0.39
H -5.80 2.37 -0.02
H -3.96 0.67 0.04
C -2.40 -5.68 0.84
C -3.09 -4.56 0.08
C -2.18 -3.89 -0.94
C -1.18 -2.91 -0.33
Ge -2.00 -1.23 0.32
C -3.02 -1.28 2.03
C -2.21 -1.49 3.30
C -1.57 -2.88 3.39
C -0.83 -3.09 4.70
H -3.06 -6.13 1.59
H -1.51 -5.32 1.36
H -2.08 -6.47 0.16
H -3.45 -3.81 0.79
H -3.98 -4.96 -0.42
H -2.79 -3.36 -1.69
H -1.63 -4.66 -1.48
H -0.45 -2.60 -1.08
H -0.60 -3.40 0.46
H -3.15 -1.04 -0.74
H -3.82 -2.02 1.96
H -3.51 -0.30 2.07
H -2.86 -1.35 4.18
H -1.42 -0.73 3.37
H -0.88 -3.00 2.56
H -2.35 -3.64 3.27
H 0.01 -2.40 4.79
H -0.43 -4.11 4.78
H -1.49 -2.93 5.56
F 2.95 -0.81 1.56
C 1.65 -1.06 1.29
F 1.61 -2.32 0.81
F 1.02 -1.08 2.48
C 1.04 -0.06 0.35
C 1.83 0.49 -0.52
C 2.55 1.03 -1.49
C 2.59 0.45 -2.85
C 3.69 0.65 -3.67
C 3.77 0.03 -4.91
C 2.75 -0.81 -5.33
C 1.63 -0.99 -4.52
C 1.55 -0.37 -3.29
C 3.32 2.27 -1.19
C 3.12 3.43 -1.93
C 3.80 4.59 -1.63
C 4.70 4.61 -0.57
C 4.92 3.46 0.17
C 4.24 2.29 -0.14
H 4.50 1.29 -3.34
H 4.64 0.18 -5.53
H 2.82 -1.31 -6.29
H 0.82 -1.63 -4.86
H 0.69 -0.51 -2.66
H 2.41 3.41 -2.75
H 3.64 5.48 -2.22
H 5.24 5.52 -0.33
H 5.63 3.47 0.99
H 4.40 1.39 0.43

As for the charge: 0. For the lowest unoccupied orbital energy, the calculation gives -0.83 eV. Its highest occupied orbital energy is -7.8909 eV.

Mulliken population analysis, charges in e, atoms 1 to 4:
1. Pt 0.0493
2. N 0.3768
3. C -0.7665
4. N -0.2161

***

Below is a structure of composition C30H34FeN6O3S2Se at a distorted geometry, with properties calculated with the ωB97M-V functional and the def2-TZVPD basis.

Cartesian coordinates (Å):
Fe 5.39 -6.07 20.58
O 7.26 -5.62 20.27
C 7.91 -5.00 19.28
C 9.19 -4.47 19.46
C 9.98 -3.93 18.48
C 9.47 -3.86 17.14
C 8.22 -4.37 16.90
C 7.29 -4.84 17.93
C 5.97 -5.19 17.54
N 5.03 -5.56 18.43
N 3.75 -5.82 17.97
C 2.98 -6.19 18.98
O 3.36 -6.33 20.20
C 1.58 -6.65 18.66
C 1.09 -6.61 17.35
C -0.28 -6.68 17.11
C -1.12 -7.05 18.13
C -0.58 -7.47 19.39
C 0.77 -7.19 19.65
H 9.62 -4.67 20.42
H 11.01 -3.56 18.69
H 10.06 -3.44 16.36
H 7.92 -4.47 15.90
H 5.82 -5.24 16.43
H 1.76 -6.45 16.50
H -0.68 -6.57 16.03
H -2.22 -7.09 17.96
H -1.27 -7.81 20.13
H 1.15 -7.30 20.66
C 8.47 -11.31 25.91
N 8.24 -9.94 25.52
C 7.29 -8.99 25.93
C 7.54 -7.86 25.24
N 8.64 -8.10 24.38
C 9.19 -7.28 23.23
C 9.03 -9.39 24.54
Se 10.50 -10.20 23.80
H 9.26 -11.37 26.66
H 8.67 -11.91 25.02
H 7.57 -11.70 26.37
H 6.59 -9.21 26.72
H 7.05 -6.85 25.29
H 10.16 -7.78 22.93
H 9.50 -6.29 23.62
H 8.53 -7.22 22.37
S 5.83 -8.20 21.34
C 6.40 -8.87 19.86
N 7.49 -8.54 19.09
C 7.62 -9.41 17.99
C 6.62 -10.51 18.26
N 5.86 -9.97 19.34
H 7.94 -7.63 19.06
H 8.65 -9.72 17.98
H 7.48 -8.89 17.02
H 7.12 -11.48 18.52
H 5.99 -10.69 17.34
H 5.07 -10.39 19.81
C 6.92 -1.50 27.72
C 6.24 -2.30 26.60
C 6.94 -2.68 25.41
C 6.39 -3.49 24.49
C 5.00 -3.71 24.58
C 4.21 -3.27 25.67
C 4.88 -2.64 26.72
S 4.20 -4.24 23.07
C 4.33 -2.70 22.07
O 5.13 -5.34 22.45
H 6.61 -1.95 28.67
H 6.71 -0.42 27.67
H 8.00 -1.54 27.71
H 7.97 -2.32 25.19
H 6.92 -4.00 23.71
H 3.12 -3.49 25.73
H 4.25 -2.30 27.54
H 5.31 -2.58 21.59
H 4.14 -1.82 22.66
H 3.66 -2.69 21.20

As for the charge: 0. For the lowest unoccupied orbital energy (alpha / beta), the calculation gives 0.03 / 0.03 eV. Its highest occupied orbital energy (alpha / beta) is -6.7557 / -6.8561 eV. The expectation value of S² is 6.0152. Its spin multiplicity is 5.

Mulliken population analysis, charges in e, atoms 1 to 4:
1. Fe 0.3417
2. O 0.3215
3. C 0.2096
4. C -0.6864

***

Below is a structure of composition C30H34N3O7PSe4Zr, with properties calculated with the ωB97M-V functional and the def2-TZVPD basis.

Cartesian coordinates (Å):
Zr 0.26 -0.75 0.09
O -0.85 0.64 -4.37
C -2.04 1.16 -3.96
C -2.71 2.01 -4.83
C -3.94 2.54 -4.47
C -4.51 2.23 -3.25
C -3.85 1.37 -2.38
C -2.62 0.82 -2.73
C -1.93 -0.11 -1.81
O -0.61 -0.04 -1.77
N -2.62 -0.98 -1.16
N -1.71 -1.81 -0.49
C -2.02 -3.04 -0.45
C -1.04 -4.08 -0.27
C -1.44 -5.40 -0.02
C -0.53 -6.43 -0.02
C 0.80 -6.16 -0.32
C 1.23 -4.88 -0.60
C 0.32 -3.81 -0.55
O 0.74 -2.58 -0.77
H -0.46 0.20 -3.59
H -2.25 2.25 -5.78
H -4.45 3.22 -5.15
H -5.46 2.67 -2.96
H -4.25 1.13 -1.41
H -3.04 -3.32 -0.72
H -2.49 -5.60 0.18
H -0.85 -7.44 0.20
H 1.53 -6.97 -0.32
H 2.26 -4.64 -0.80
Se 2.50 -1.49 1.65
Se 4.00 -2.64 0.33
Se -0.13 -1.40 4.17
Se 0.40 -2.58 2.30
O -1.97 6.51 4.75
C -2.50 5.76 3.91
O -3.61 5.84 3.34
C -1.63 4.54 3.49
C -0.38 4.34 4.05
C 0.39 3.26 3.63
N -0.01 2.39 2.71
C -1.22 2.56 2.20
C -2.06 3.62 2.55
C -1.69 1.60 1.14
O -2.72 1.79 0.53
O -0.99 0.49 1.00
H -0.03 5.04 4.80
H 1.37 3.09 4.05
H -3.03 3.74 2.09
C 3.93 2.06 -2.28
C 3.28 1.06 -1.32
C 2.71 -0.12 -2.12
P 1.98 1.65 -0.13
C 1.10 3.15 -0.80
C 1.88 4.47 -0.89
C 0.36 2.91 -2.11
C 2.89 2.44 1.31
C 3.09 1.58 2.55
C 4.23 3.07 0.94
H 4.69 1.54 -2.87
H 4.41 2.89 -1.78
H 3.20 2.46 -2.98
H 4.05 0.63 -0.67
H 1.80 0.16 -2.66
H 2.51 -0.99 -1.48
H 3.44 -0.47 -2.85
H 0.33 3.29 -0.03
H 2.68 4.41 -1.62
H 2.29 4.79 0.07
H 1.19 5.25 -1.22
H 1.05 2.81 -2.96
H -0.30 3.75 -2.32
H -0.25 2.01 -2.07
H 2.19 3.24 1.59
H 3.86 0.82 2.39
H 2.17 1.10 2.87
H 3.44 2.23 3.35
H 4.95 2.31 0.63
H 4.65 3.56 1.82
H 4.17 3.82 0.15

As for the charge: -2. For the lowest unoccupied orbital energy, the calculation gives 3.84 eV. Its highest occupied orbital energy is -2.4310 eV.

Mulliken population analysis, charges in e, atoms 1 to 4:
1. Zr 1.1854
2. O -0.7872
3. C 0.6152
4. C -0.7955

***

How do the records compare in relative energy (zero: lowest compared OMol25 entry of this formula, charge and spin)? In the order shown, they have 0.0 67.8 2.9 0.0 110.9 235.7 kJ/mol.